1 | C19H21N3O2S | the ωB97M-V functional and the def2-TZVPD basis

Each line ends with the Löwdin charge.
Cartesian coordinates (Å):
C -5.2073 -1.5629 0.3792  -0.06
O -3.9221 -2.0740 0.0978  -0.05
C -2.8908 -1.2811 -0.2730  -0.18
C -1.7239 -1.9747 -0.5569  0.08
C -0.5600 -1.3236 -0.9514  -0.19
N 0.5797 -2.0073 -1.2493  0.09
C 1.7278 -1.3788 -1.6876  -0.90
S 3.0201 -2.3148 -2.0968  0.59
N 1.7645 -0.0459 -1.7289  0.12
C 0.7303 0.6785 -1.3855  -0.28
N 0.8797 2.0208 -1.3813  0.07
C 2.1908 2.6190 -1.2918  -0.17
C 2.6503 2.7343 0.1767  -0.13
C 2.6407 1.3643 0.7914  -0.26
C 1.5094 0.8833 1.4351  -0.06
C 1.4304 -0.4405 1.8330  -0.05
C 2.4839 -1.3119 1.6034  -0.29
C 2.3949 -2.7620 1.9672  -0.05
C 3.6372 -0.8147 1.0048  -0.06
C 3.7126 0.5012 0.5993  -0.04
C -0.5483 0.0792 -1.0470  -0.08
C -1.7277 0.7748 -0.7695  0.05
C -2.8918 0.1322 -0.3936  -0.18
O -4.0619 0.7994 -0.1223  -0.12
C -4.0982 2.1962 -0.2681  -0.08
H -5.6386 -1.0558 -0.4857  0.10
H -5.8083 -2.4383 0.6244  0.10
H -5.1940 -0.8800 1.2304  0.10
H -1.7442 -3.0494 -0.4701  0.13
H 0.6029 -3.0160 -1.1796  0.13
H 0.1322 2.5576 -0.9689  0.13
H 2.8726 1.9684 -1.8396  0.12
H 2.1571 3.6056 -1.7607  0.12
H 1.9770 3.4037 0.7187  0.11
H 3.6532 3.1614 0.1935  0.11
H 0.6685 1.5414 1.6145  0.11
H 0.5263 -0.8016 2.3048  0.11
H 1.3855 -3.0289 2.2727  0.07
H 3.0767 -2.9911 2.7859  0.08
H 2.6839 -3.3751 1.1146  0.07
H 4.4669 -1.4809 0.8217  0.11
H 4.6012 0.8582 0.1004  0.12
H -1.7353 1.8483 -0.8668  0.10
H -5.1205 2.4842 -0.0277  0.10
H -3.4135 2.6943 0.4266  0.10
H -3.8698 2.5031 -1.2940  0.10

Values from the calculation:
HOMO = -7.436 eV
Gap between HOMO and LUMO = 7.606 eV
SMILES = COc1cc2[nH]c(=S)nc(NCCc3ccc(C)cc3)c2cc1OC
Total charge = 0
M = 355.46 g/mol

***

2 | C19H21N3O2S | the ωB97M-V functional and the def2-TZVPD basis

Each line ends with the Löwdin charge.
Cartesian coordinates (Å):
C -0.3448 -2.6461 7.1557  -0.01
C 0.2462 -2.1180 5.7555  -0.24
C 1.4993 -2.6438 5.2174  0.07
C 1.8854 -2.1771 4.0549  -0.72
O 2.8435 -2.3732 3.5604  0.20
N 0.9649 -1.2879 3.5519  0.17
C -0.2373 -0.9134 4.1823  -0.67
N -0.3794 -1.1374 5.2856  0.08
S -0.9629 0.4521 3.3738  1.02
C 0.1484 1.3463 2.2519  -0.43
H 1.2752 1.2059 2.8503  0.19
H -0.0804 2.3104 2.2664  0.03
C 0.3075 0.8134 0.9707  -0.37
O 1.1731 -0.4439 0.8392  -0.24
C -0.3141 1.2596 -0.1057  -0.03
C -0.3389 0.8316 -1.4290  -0.21
N 0.6544 0.5076 -2.1682  0.05
C 0.4536 0.3128 -3.4870  -0.16
C 1.4474 -0.1018 -4.6617  0.07
C 0.7856 -0.2270 -5.8346  -0.11
C -0.4074 0.4530 -6.0269  -0.08
C -1.2525 0.6598 -4.9821  -0.05
C -0.6850 0.7340 -3.7990  -0.23
C -1.4088 1.0976 -2.4453  -0.29
C -1.3694 2.8893 -2.4742  0.09
H -2.0354 3.1223 -1.6063  0.06
H -2.5214 3.1179 -3.2268  0.18
H -0.5888 3.2955 -2.7429  -0.04
C -2.7139 0.3969 -2.0831  0.02
H -2.4939 -0.6075 -2.1947  0.08
H -3.2735 0.6823 -2.9199  0.06
H -2.9565 0.8640 -1.1125  0.10
H -2.2256 1.2132 -5.2901  0.16
H -0.9284 0.4764 -7.0453  0.13
H 1.3580 -0.4482 -6.6051  0.06
H 2.4621 -0.6445 -4.4634  0.13
C 2.2350 0.4167 -1.6105  0.12
H 2.0310 -0.7979 -0.9673  0.20
H 2.4464 1.1261 -1.0424  -0.03
H 2.9073 -0.0532 -2.3478  0.05
H -1.3893 1.6692 0.0801  0.15
H 1.2364 -1.2741 2.6003  0.09
H 1.9691 -3.4186 6.0082  0.17
H -1.3848 -3.0269 7.1385  0.08
H -0.3567 -1.7164 7.9425  0.13
H 0.3191 -3.1970 7.5862  -0.04

Values from the calculation:
HOMO = -8.130 eV
Gap between HOMO and LUMO = 7.644 eV
Total charge = 0
M = 355.46 g/mol

***

Least stable = 2

***

1 | C3H4FNO2 | the ωB97M-V functional and the def2-TZVPD basis

Each line ends with the Löwdin charge.
Cartesian coordinates (Å):
C 0.7185 -1.0517 -1.1429  -0.04
C -0.3725 -0.4359 -0.2791  0.00
C -0.0519 0.5245 0.5628  -0.09
F 1.4911 0.8902 0.7143  -0.06
N -0.8954 1.2910 1.3378  -0.38
O -1.9972 1.4582 0.8500  0.11
O -0.4874 1.6920 2.4077  0.13
H 0.8424 -0.5606 -2.1282  0.11
H 1.5569 -0.9177 -0.5367  0.05
H 0.5847 -2.0243 -1.2872  0.03
H -1.3893 -0.8657 -0.4986  0.15

Values from the calculation:
HOMO = -11.016 eV
Gap between HOMO and LUMO = 9.987 eV
SMILES = C/C=C(\F)[N+](=O)[O-]
Total charge = 0
M = 105.07 g/mol

***

2 | C3H4FNO2 | the ωB97M-V functional and the def2-TZVPD basis

Each line ends with the Löwdin charge.
Cartesian coordinates (Å):
C -1.6360 0.2985 0.1499  -0.10
C -0.3680 -0.3990 0.3032  -0.07
C 0.7565 0.1091 -0.1499  0.00
F 0.6300 1.5421 -0.9694  -0.11
N 2.0896 -0.4434 -0.1375  -0.42
O 2.1494 -1.5119 0.3562  0.12
O 2.9505 0.1958 -0.6360  0.14
H -1.3868 1.3343 -0.1638  0.08
H -2.4189 -0.1472 -0.5814  0.12
H -2.3538 0.3804 0.9854  0.09
H -0.4126 -1.3589 0.8433  0.14

Values from the calculation:
HOMO = -11.178 eV
Gap between HOMO and LUMO = 10.471 eV
SMILES = C/C=C(\F)[N+](=O)[O-]
Total charge = 0
M = 105.07 g/mol

***

Least stable = 2

***

1 | CH5PS | the ωB97M-V functional and the def2-TZVPD basis

Each line ends with the Löwdin charge.
Cartesian coordinates (Å):
C -0.5840 0.5846 1.0282  -0.30
P 0.3909 -1.0333 0.7029  0.16
S 1.3672 -1.2417 -0.9437  0.07
H -0.8466 0.6117 2.0260  -0.03
H -1.2982 1.1231 0.3853  0.03
H 0.5183 1.3324 0.8535  0.13
H -0.3399 -2.1831 1.4312  0.00
H 1.2792 -0.9021 1.8016  -0.05

Values from the calculation:
HOMO = -8.965 eV
Gap between HOMO and LUMO = 9.738 eV
Total charge = 0
M = 80.09 g/mol

***

2 | CH5PS | the ωB97M-V functional and the def2-TZVPD basis

Each line ends with the Löwdin charge.
Cartesian coordinates (Å):
C 1.5376 -0.7714 -0.1025  0.04
P -0.9883 0.6272 -0.1132  0.32
S -2.7109 -0.3401 -0.0645  0.05
H 2.0378 0.1365 -0.0333  -0.03
H 1.1222 -1.1907 0.7977  -0.01
H 1.4057 -1.3700 -0.8832  -0.06
H -1.4072 1.7102 -0.7174  -0.17
H -0.9970 1.1983 1.1164  -0.13

Values from the calculation:
HOMO (alpha / beta) = -8.423 / -8.914 eV
Gap between HOMO and LUMO (alpha / beta) = 6.589 / 8.741 eV
Total charge = 0
M = 80.09 g/mol

***

Least stable = 2

***

1 | C10H13BrNO3 | the ωB97M-V functional and the def2-TZVPD basis

Each line ends with the Löwdin charge.
Cartesian coordinates (Å):
C -2.3996 -0.6493 -1.6465  0.15
N -1.5592 -0.0194 -1.0061  0.09
C -1.2236 -0.4200 0.3743  -0.18
C -1.4518 -1.9289 0.6826  -0.01
C -0.7318 -2.6912 -0.0424  -0.03
C 0.3478 -2.2153 -0.8881  -0.40
O 0.2905 -2.7631 -2.1112  0.04
C 1.3442 -1.3788 -0.4686  -0.53
Br 2.7965 -0.9077 -1.6707  0.83
C 1.2198 -0.8226 0.9317  -0.16
C 0.1450 0.2553 0.8179  -0.13
C 0.7025 1.4675 -0.0382  -0.45
O 0.1266 1.9135 -1.0122  0.10
O 1.8603 1.8562 0.4234  -0.04
C 2.4844 2.9630 -0.3754  0.06
H -2.9049 -1.4181 -1.0931  0.12
H -2.5792 -0.6479 -2.6808  0.12
H -0.9231 0.8524 -1.2991  0.15
H -2.0130 0.0974 1.0762  0.19
H -2.3207 -2.2103 1.2217  0.12
H -0.9075 -3.6729 -0.0422  0.11
H 1.0278 -2.2221 -2.6190  0.10
H 2.0744 -0.2639 1.3745  0.14
H 0.9491 -1.6635 1.5929  0.14
H 0.1515 0.5515 1.8591  0.15
H 3.5194 2.7968 -0.0953  0.11
H 1.8580 3.8308 -0.0465  0.12
H 2.2053 2.7478 -1.4391  0.10

Values from the calculation:
HOMO = -12.111 eV
Gap between HOMO and LUMO = 8.116 eV
SMILES = C=[NH+][C@H]1C=CC(O)=C(Br)C[C@H]1C(=O)OC
Total charge = +1
M = 275.12 g/mol

***

2 | C10H13BrNO3 | the ωB97M-V functional and the def2-TZVPD basis

Each line ends with the Löwdin charge.
Cartesian coordinates (Å):
C 1.6032 2.0007 -1.1958  0.00
C 0.3310 1.9930 -0.8613  -0.03
C 2.5593 1.0898 -0.6361  -0.46
C -0.9732 -1.4786 0.0733  -0.49
C 1.0226 -0.8349 -1.3828  -0.11
C -0.0885 1.0064 0.1520  -0.32
C -0.2999 -0.2767 -0.7362  -0.09
C 2.1785 -0.3847 -0.6288  -0.50
C 1.3805 1.7811 2.0096  -0.02
C -2.6392 -3.1187 -0.3124  -0.02
N 0.8689 0.7022 1.1464  -0.03
O 3.6153 1.3721 -0.1096  0.09
O -0.4845 -1.9824 1.0368  0.13
O -2.0074 -1.8793 -0.6081  -0.04
Br 3.3431 -1.4721 0.2261  1.09
H 1.8859 2.6505 -2.0347  0.15
H -0.2092 2.9478 -0.8912  0.15
H 1.0132 -1.8758 -1.4492  0.11
H 1.0173 -0.4156 -2.3742  0.15
H -1.0497 1.2834 0.6227  0.18
H -1.1352 0.0125 -1.5794  0.21
H 0.9207 2.8309 1.6084  0.15
H 1.2137 1.5617 3.0098  0.07
H 2.4527 2.1381 1.7679  0.11
H -3.7060 -2.9372 -0.4694  0.09
H -2.3639 -3.1767 0.7990  0.11
H -2.3151 -4.0894 -0.9372  0.15
H 0.5685 0.0015 1.8457  0.15

Values from the calculation:
HOMO (alpha / beta) = -13.642 / -13.642 eV
Gap between HOMO and LUMO (alpha / beta) = 7.567 / 7.568 eV
Total charge = +1
M = 275.12 g/mol

***

Least stable = 2

***

1 | C4H6O2S | the ωB97M-V functional and the def2-TZVPD basis

Each line ends with the Mulliken spin population.
Cartesian coordinates (Å):
C -2.8151 0.0328 0.7960  0.00
C 0.5261 1.9183 1.0286  0.79
C 0.8872 -0.2244 -0.6463  0.74
C 1.0040 -1.6267 -0.9822  -0.02
O -3.5428 0.8683 0.9803  0.00
O -1.9565 -0.6519 0.4823  0.01
S 0.9914 0.3095 0.8905  0.30
H 0.9973 2.5017 1.7852  0.03
H 0.3436 2.5789 0.2429  0.02
H 0.4630 0.3236 -1.4035  0.03
H 1.3306 -2.1109 -0.0807  0.00
H 1.6789 -1.7745 -1.7104  0.04
H 0.0923 -2.1447 -1.3826  0.05

Values from the calculation:
HOMO (alpha / beta) = -5.969 / -10.655 eV
Gap between HOMO and LUMO (alpha / beta) = 6.589 / 9.873 eV
⟨S²⟩ = 2.008
Total charge = 0
Multiplicity = 3
M = 118.16 g/mol

***

2 | C4H6O2S | the ωB97M-V functional and the def2-TZVPD basis

Each line ends with the Mulliken spin population.
Cartesian coordinates (Å):
C -1.3933 -1.1457 -0.1160  0.00
C -0.3485 -1.0018 -0.8688  0.01
C 1.9405 1.9536 -1.4604  1.80
C -1.3710 -0.3199 1.1486  0.00
O 2.0124 -0.5763 0.4621  0.01
O -0.1967 0.4087 1.2557  0.02
S 0.8402 0.1462 0.0638  0.06
H -2.1868 -1.9368 -0.1509  0.00
H -0.0332 -1.2756 -1.7977  0.00
H 1.4780 2.6159 -0.7140  0.04
H 2.9789 1.9173 -1.1259  0.05
H -2.3067 0.2901 1.1924  0.00
H -1.4140 -1.0757 2.1111  0.00

Values from the calculation:
HOMO (alpha / beta) = -7.588 / -9.054 eV
Gap between HOMO and LUMO (alpha / beta) = 8.369 / 8.046 eV
⟨S²⟩ = 2.008
Total charge = 0
Multiplicity = 3
M = 118.16 g/mol

***

Least stable = 2

***

1 | C4H13NO2 | the ωB97M-V functional and the def2-TZVPD basis

Each line ends with the Mulliken spin population.
Cartesian coordinates (Å):
N -1.2222 -0.7643 0.0083  -0.22
C -1.8303 0.6084 0.1765  1.44
C -0.9433 1.4316 1.0872  0.42
C -0.0143 0.3492 1.8024  0.66
C 0.1086 -0.7890 0.7352  1.23
H -1.7726 -1.5290 0.4232  -0.58
H -1.9725 0.9999 -0.8313  0.04
H -2.8469 0.4417 0.6625  -0.88
H -0.4311 2.2911 0.5694  -0.14
H -1.6425 1.8913 1.9621  0.03
H 0.8260 0.8628 2.2390  -0.01
H -0.5016 -0.1813 2.5942  -0.50
H 1.0308 -0.8033 0.3128  -0.19
H 0.0236 -1.7547 1.2495  -0.19
H -0.2286 -0.8182 -1.4859  -0.06
H -0.1670 -1.1087 -2.9313  -0.01
O 0.4486 -0.8873 -2.1742  -0.15
H 2.2177 0.0358 -1.6229  0.02
H 3.3248 -0.3873 -0.6182  -0.01
O 2.8979 0.3633 -0.9995  0.10

Values from the calculation:
HOMO (alpha / beta) = 1.091 / -5.411 eV
Gap between HOMO and LUMO (alpha / beta) = 2.902 / 9.276 eV
⟨S²⟩ = 0.750
Total charge = -1
Multiplicity = 2
M = 107.15 g/mol

***

2 | C4H13NO2 | the ωB97M-V functional and the def2-TZVPD basis

Each line ends with the Mulliken spin population.
Cartesian coordinates (Å):
C 1.0043 -0.7786 0.2254  0.44
C 0.6566 0.2178 1.4144  0.56
C -0.7463 0.0726 2.0009  2.28
O 0.8000 1.6166 0.7083  -0.54
C 0.5368 -2.2852 0.3230  0.13
N -0.9193 -2.4245 0.0194  0.31
H 0.5876 -0.3235 -0.6645  0.01
H 2.0564 -0.5780 0.0743  -0.14
H 1.3264 0.0843 2.2543  -0.03
H -1.4493 -0.0128 1.1348  0.32
H -1.1052 0.8531 2.6784  -1.08
H -0.9464 -0.8635 2.5918  -0.75
H -0.0944 1.9946 0.9073  -0.01
H 1.1083 -2.7716 -0.4807  0.01
H 0.7326 -2.8507 1.3613  -0.18
H -1.2327 -3.0328 -0.7260  -0.17
H -1.5052 -2.3973 0.8900  -0.25
H -0.2277 4.5196 -5.7066  -0.06
H -0.6513 4.6216 -4.2397  -0.11
O 0.0689 4.3383 -4.7660  0.27

Values from the calculation:
HOMO (alpha / beta) = 1.347 / -5.545 eV
Gap between HOMO and LUMO (alpha / beta) = 1.745 / 8.667 eV
⟨S²⟩ = 0.750
Total charge = -1
Multiplicity = 2
M = 107.15 g/mol

***

Least stable = 2